(1)
The following is a DFT calculation (ωB97M-V/def2-TZVPD) of a structure of composition C2H6N3S2.

Output
Total charge   +1
Orbital gap   9.71 eV
LUMO energy   -4.05 eV

Each line ends with the Löwdin charge.
Cartesian coordinates (Å):
C: 1.1129 -0.9616 1.8347  -0.374
C: -0.7573 -1.1108 0.3780  -0.850
N: 1.0074 0.0306 1.0464  -0.024
N: -0.0246 -0.0092 0.2196  -0.097
N: 0.3368 1.9062 -1.4255  0.128
S: -0.2656 -2.0490 1.7453  1.088
S: -2.3236 -1.3379 -0.5589  0.839
H: 1.8097 -1.1047 2.6290  0.087
H: 0.4626 2.8348 -1.0717  0.096
H: 0.1654 0.8081 -0.6656  0.074
H: 1.2013 1.5191 -1.8083  0.103
H: -0.2107 1.9724 -2.2743  0.097
H: -2.5144 -2.4979 -0.0487  -0.167

(2)
The following is a DFT calculation (ωB97M-V/def2-TZVPD) of a structure of composition C2H6N3S2.

Output
Total charge   +1
Orbital gap (alpha / beta)   7.51 / 7.51 eV
LUMO energy (alpha / beta)   -5.24 / -5.24 eV

Each line ends with the Löwdin charge.
Cartesian coordinates (Å):
C: 0.9426 1.5896 -0.4653  0.080
C: 1.2695 -0.7546 -0.0049  -1.045
N: 1.4528 0.5286 -0.1387  -0.017
N: -0.9103 1.5420 -0.7522  -0.053
N: -1.5929 0.8010 0.1331  -0.031
S: 1.6277 -1.3805 1.5938  0.918
S: 0.9329 -1.7123 -1.4006  0.931
H: 1.2397 2.5251 -0.8202  0.102
H: -1.0543 2.6433 -0.6722  0.152
H: -1.6687 1.0833 1.1327  0.128
H: -1.1691 -0.1500 0.0596  0.075
H: 1.2574 -2.5880 1.3361  -0.143
H: 1.1674 -2.9093 -0.8635  -0.096

In terms of stability, (1) leads; the second structure lies 0.1246 hartree higher.

(1)
The following is a DFT calculation (ωB97M-V/def2-TZVPD) of a structure of composition C6H10N2.

Output
Orbital gap   9.74 eV
LUMO energy   1.07 eV

Each line ends with the Löwdin charge.
Cartesian coordinates (Å):
C: -0.3858 -0.4394 -0.9136  -0.367
C: -0.9292 -1.5880 0.1729  -0.034
C: -1.1772 -0.1276 0.5495  -0.148
C: -0.0077 0.5271 1.2209  -0.338
C: 1.3163 -0.0660 1.0316  -0.142
C: 0.9687 0.1266 -0.5158  -0.174
H: -1.1801 1.2514 -2.0141  0.171
H: -0.3230 0.0654 -2.9299  0.054
H: -0.2620 -2.4604 0.7327  0.148
H: -1.8043 -2.1037 -0.2469  0.077
H: -2.0855 0.3847 0.7941  0.127
H: -0.2369 1.2127 2.1578  0.164
H: 1.3847 -1.0509 1.3236  0.053
H: 2.2780 0.3508 1.3880  0.124
H: 1.9832 0.0895 -1.0519  0.151
H: 1.0542 2.2394 0.3648  0.133
N: -0.8943 0.1148 -2.1019  0.023
N: 0.3006 1.4735 0.0381  -0.022

(2)
The following is a DFT calculation (ωB97M-V/def2-TZVPD) of an isolated molecule of C6H10N2.

Output
Structure (SMILES)   N[C@]12C=C[C@](N)(C1)C2
Orbital gap   9.65 eV
LUMO energy   0.97 eV

Each line ends with the Löwdin charge.
Cartesian coordinates (Å):
C: 1.0419 0.0672 -0.0745  -0.501
C: 0.0523 -0.4140 1.1029  -0.048
C: -1.0662 -0.0296 -0.0377  -0.405
C: 0.0192 -0.7372 -0.9825  -0.071
C: -0.7804 1.5260 -0.0106  0.002
C: 0.6149 1.5880 -0.2892  0.023
H: 2.9943 0.2218 -0.6744  0.144
H: 2.8016 -0.6521 0.8771  0.131
H: 0.4001 -1.5118 1.3355  0.137
H: -0.0204 0.1314 1.9824  0.059
H: -3.0641 -0.1347 0.6001  0.127
H: -2.6467 -1.4576 -0.0636  0.039
H: -0.0711 -0.5840 -2.0209  0.093
H: 0.0672 -1.7424 -0.8879  0.063
H: -1.4573 2.3903 -0.0480  0.094
H: 1.2527 2.4426 -0.3481  0.073
N: 2.3230 -0.6034 -0.1734  0.001
N: -2.4613 -0.5005 -0.2873  0.037

(3)
The following is a DFT calculation (ωB97M-V/def2-TZVPD) of an isolated molecule of C6H10N2.

Output
Structure (SMILES)   C1N[C@@H]2[C@@H]3NC[C@H]1[C@H]23
Orbital gap   8.36 eV
LUMO energy   0.92 eV

Each line ends with the Löwdin charge.
Cartesian coordinates (Å):
C: 0.1909 0.5461 1.7390  -0.210
C: -1.0353 -1.0427 0.4304  -0.209
C: -0.4660 -0.8180 -1.1789  -0.214
C: 1.1589 0.7123 -1.0527  -0.287
C: 0.7322 0.3887 0.3892  -0.202
C: 0.4368 -1.1537 -0.0919  -0.156
H: 0.7572 0.0427 2.5944  0.122
H: 0.0987 1.6919 1.9620  0.149
H: -1.8063 0.7945 1.2957  0.165
H: -1.4640 -2.1256 0.5670  0.147
H: -1.3461 -1.2390 -1.8147  0.162
H: -0.2581 1.2678 -2.2438  0.176
H: 1.9940 0.0861 -0.9578  0.092
H: 1.3202 1.8593 -1.2327  0.158
H: -0.3194 0.8023 0.1039  0.125
H: 1.0996 -2.1075 -0.2601  0.170
N: -1.1408 -0.0835 1.4737  -0.101
N: 0.0476 0.3783 -1.7227  -0.087

(4)
The following is a DFT calculation (ωB97M-V/def2-TZVPD) of an isolated molecule of C6H10N2.

Output
Structure (SMILES)   CCCc1c[nH]cn1
Orbital gap   9.63 eV
LUMO energy   0.94 eV

Each line ends with the Löwdin charge.
Cartesian coordinates (Å):
C: 1.1269 -0.1713 -2.7484  -0.123
C: 0.9559 -0.3114 -1.2501  -0.279
C: -0.4105 0.1247 -0.7568  -0.167
C: -0.5127 0.1863 0.7497  -0.295
C: -1.2171 0.9702 1.5995  -0.075
N: -1.0017 0.4793 2.8750  0.036
C: -0.2214 -0.6338 2.7173  -0.211
N: 0.1359 -0.8082 1.4866  0.104
H: 2.0759 -0.6107 -3.0598  0.066
H: 0.3916 -0.7493 -3.3113  0.071
H: 1.1227 0.8561 -3.1166  0.070
H: 1.7293 0.1667 -0.6691  0.105
H: 1.0770 -1.3680 -1.0201  0.102
H: -1.2044 -0.5513 -1.0823  0.118
H: -0.6634 1.1440 -1.0801  0.116
H: -1.8389 1.8329 1.4477  0.110
H: -1.6633 0.5949 3.6252  0.140
H: 0.1183 -1.1512 3.5937  0.111

In terms of stability, (4) leads; the second structure lies 0.1763 hartree higher.

(1)
The following is a DFT calculation (ωB97M-V/def2-TZVPD) of an isolated molecule of H3NO3Si.

Output
Structure (SMILES)   O=[N+]([O-])O[SiH3]
Orbital gap   10.58 eV
LUMO energy   -0.12 eV

Each line ends with the Löwdin charge.
Cartesian coordinates (Å):
N: -1.6316 -0.0500 0.0997  -0.529
O: -0.4443 -0.5313 -0.1998  -0.244
O: -1.6520 0.8585 0.8856  0.061
O: -2.5997 -0.5187 -0.4548  0.094
Si: 1.3852 -0.0535 -0.0297  0.799
H: 1.6882 -1.4166 -0.1867  -0.074
H: 1.6456 0.7343 -1.2575  -0.075
H: 1.6087 0.9773 1.1433  -0.031

(2)
The following is a DFT calculation (ωB97M-V/def2-TZVPD) of a structure of composition H3NO3Si.

Output
Orbital gap   8.91 eV
LUMO energy   -0.92 eV

Each line ends with the Löwdin charge.
Cartesian coordinates (Å):
N: -1.1890 -0.0830 -0.1219  -0.382
O: -2.1107 -0.8582 -0.0608  -0.026
O: -1.4065 1.1644 0.0367  -0.098
O: 1.2217 1.0134 0.0199  -0.219
Si: 1.0531 -0.5469 0.0004  0.778
H: 0.4203 1.4505 0.2161  -0.008
H: 1.0510 -0.8881 -1.3683  -0.026
H: 0.9601 -1.2522 1.2779  -0.020

In terms of stability, (2) leads; the second structure lies 0.0571 hartree higher.

(1)
The following is a DFT calculation (ωB97M-V/def2-TZVPD) of a structure of composition C4H11N2O2.

Output
Total charge   +1
Orbital gap   10.50 eV
LUMO energy   -3.83 eV

Each line ends with the Löwdin charge.
Cartesian coordinates (Å):
C: 1.0673 -1.1036 0.6285  -0.034
C: 0.4752 1.2925 0.7616  -0.007
C: -1.2380 -0.3882 0.7089  0.032
C: -0.1602 -0.2801 -2.2020  0.173
N: -1.3160 0.1516 -1.8685  -0.314
N: 0.0330 -0.0848 0.6004  -0.245
O: -2.0438 -0.3459 -0.9621  -0.028
O: -1.7627 1.3017 -2.4321  0.122
H: 0.6673 -2.0710 0.3327  0.102
H: 1.8926 -0.8310 -0.0281  0.100
H: 1.4590 -1.1977 1.6447  0.112
H: 0.1331 1.9239 -0.0591  0.097
H: 0.0926 1.7077 1.6950  0.108
H: 1.5606 1.3260 0.7922  0.102
H: -1.9211 0.3579 1.0932  0.140
H: -2.6879 1.4705 -2.1744  0.160
H: -1.5218 -1.4173 0.8834  0.140
H: 0.3994 0.2583 -2.9475  0.128
H: 0.1854 -1.2237 -1.8251  0.109

(2)
The following is a DFT calculation (ωB97M-V/def2-TZVPD) of the ion C4H11N2O2 with charge +1.

Output
Structure (SMILES)   CN1C[C@@H](O)[NH2+][C@@H]1O
Total charge   +1
Orbital gap   10.71 eV
LUMO energy   -3.16 eV

Each line ends with the Löwdin charge.
Cartesian coordinates (Å):
C: -0.4681 -1.1093 -0.4435  -0.097
C: -1.3958 0.1972 -0.5446  -0.253
C: 1.1343 0.5001 -0.4152  -0.246
C: 0.9476 -0.8265 1.5684  -0.013
N: 0.7087 -0.7046 0.1349  -0.168
N: -0.4735 1.3720 -0.3499  0.187
O: -2.3114 0.3740 0.5749  -0.003
O: 1.5384 0.3778 -1.6975  0.069
H: -0.9122 -1.8553 0.2237  0.150
H: -0.4451 -1.2585 -1.5422  0.142
H: -1.8388 0.1458 -1.5570  0.162
H: 1.9592 1.0108 0.0665  0.159
H: 1.4115 -1.8102 1.7250  0.106
H: 1.7172 0.0324 1.8699  0.145
H: 0.1114 -0.7096 2.2105  0.073
H: -0.4938 1.9866 -1.1266  0.135
H: -0.5777 1.7024 0.6512  0.192
H: -2.4429 -0.4666 1.0185  0.095
H: 1.8311 1.0415 -2.3670  0.167

In terms of stability, (2) leads; the second structure lies 0.0776 hartree higher.